This record from the OMol25 dataset describes a molecular structure, C11H11NO2 at a distorted geometry. The level of theory is wB97M-V/def2-TZVPD.

XYZ file:
```
25
C11H11NO2 wB97M-V/def2-TZVPD
C -0.977 3.540 0.253
C -0.832 1.305 -0.244
C -1.270 0.317 0.757
C -0.769 -0.868 0.932
C -1.212 -1.968 1.717
C -0.906 -3.315 1.688
C 0.450 -3.385 1.134
C 0.587 -1.222 0.362
C 1.027 -0.248 -0.587
C 0.479 0.990 -0.782
C 2.068 1.206 -2.686
H -1.462 4.575 -0.127
H -1.417 3.758 1.522
H 0.287 3.793 0.564
H -2.290 0.753 1.337
H -2.152 -1.987 2.403
H -1.242 -4.087 2.406
H 1.034 -4.171 1.582
H 2.218 -0.421 -0.731
H 2.690 2.217 -3.004
H 1.890 0.715 -3.853
H 2.788 0.613 -2.027
N 1.150 -2.511 0.508
O -1.292 2.437 -0.484
O 1.011 1.776 -1.878
```

Calculated values
Maximum force ... 9.9 eV/Å
Energy relative to the best compared isomer or geometry (same formula, charge and spin) ... 211.5 kcal per mole
Net charge ... 0
Kohn-Sham gap ... 0.30715 hartree


This record from the OMol25 dataset describes a molecular structure, C11H11NO2Zn at a distorted geometry. The level of theory is wB97M-V/def2-TZVPD.

XYZ file:
```
26
C11H11NO2Zn wB97M-V/def2-TZVPD
Zn 0.432 -0.586 -1.788
C 0.697 -0.108 -4.339
H 1.579 -0.065 -3.627
H 0.539 -1.107 -4.700
H 0.719 0.791 -4.976
H -0.265 0.047 -3.758
H -0.771 0.146 -2.611
O 2.989 -2.831 0.138
C 2.113 -2.116 -0.337
O 1.806 -1.944 -1.596
C 1.273 -1.286 0.660
C 1.348 -1.406 2.048
C 0.500 -0.637 2.808
C -0.390 0.242 2.191
C -1.288 1.017 2.931
C -2.173 1.898 2.313
C -2.159 2.024 0.926
C -1.287 1.288 0.141
C -0.422 0.381 0.780
N 0.422 -0.424 0.107
H 2.079 -2.100 2.409
H 0.520 -0.712 3.881
H -1.300 0.927 4.002
H -2.872 2.488 2.895
H -2.834 2.702 0.441
H -1.257 1.372 -0.937
```

Calculated values
Maximum force ... 2.6 eV/Å
Energy relative to the best compared isomer or geometry (same formula, charge and spin) ... 8.2 kcal per mole
Net charge ... 0
Kohn-Sham gap ... 0.27301 hartree


This record from the OMol25 dataset describes a molecular structure, C11H11NO3 at a distorted geometry. The level of theory is wB97M-V/def2-TZVPD.

XYZ file:
```
26
C11H11NO3 wB97M-V/def2-TZVPD
C -1.700 2.200 1.535
C -0.760 1.575 2.410
C -1.731 1.883 0.213
C 0.035 0.578 1.985
C -1.206 -1.988 -0.605
C -0.031 -2.020 -1.572
C 1.137 -1.061 -1.318
C 1.231 -0.593 0.130
C -0.895 0.872 -0.311
C -0.078 0.010 0.625
C -1.259 -0.938 0.380
N -2.398 -0.881 1.266
O -2.178 -0.952 2.457
O -2.025 -2.888 -0.615
O -3.493 -0.772 0.770
H -2.337 2.973 1.933
H -0.664 1.947 3.417
H -2.373 2.426 -0.465
H 0.801 0.164 2.619
H 0.313 -3.057 -1.560
H -0.447 -1.844 -2.567
H 2.067 -1.569 -1.581
H 1.056 -0.188 -1.965
H 1.488 -1.433 0.779
H 2.018 0.160 0.219
H -0.824 0.731 -1.375
```

Calculated values
Maximum force ... 2.9 eV/Å
Energy relative to the best compared isomer or geometry (same formula, charge and spin) ... 129.0 kcal per mole
Net charge ... 0
Kohn-Sham gap (alpha / beta) ... 0.27454 / 0.27459 hartree


This record from the OMol25 dataset describes a molecular structure, C11H12AsN2NdO5S at a distorted geometry. The level of theory is wB97M-V/def2-TZVPD.

XYZ file:
```
33
C11H12AsN2NdO5S wB97M-V/def2-TZVPD
Nd -1.270 -1.314 -0.683
O 0.223 -0.281 2.693
C -0.054 -1.192 1.932
O -1.245 -1.574 1.569
C 1.077 -1.875 1.136
C 2.418 -1.579 1.291
C 3.288 -1.958 0.274
C 2.805 -2.553 -0.886
C 1.447 -2.815 -0.961
N 0.640 -2.539 0.063
C 0.710 -3.191 -2.257
O 1.226 -3.927 -3.062
O -0.441 -2.575 -2.348
H 2.752 -1.030 2.160
H 4.343 -1.729 0.361
H 3.443 -2.784 -1.727
S -1.647 0.907 -3.888
C -2.475 0.332 -2.633
N -3.005 -0.101 -1.661
C -2.381 1.331 1.388
As -0.779 1.762 0.418
C 0.447 2.685 1.534
C -1.306 3.083 -0.849
O -0.026 0.494 -0.446
H -2.760 2.297 1.723
H -2.155 0.685 2.231
H -3.113 0.865 0.732
H 0.008 3.652 1.776
H 1.363 2.825 0.962
H 0.651 2.105 2.430
H -1.656 3.963 -0.310
H -2.089 2.698 -1.498
H -0.443 3.332 -1.462
```

Calculated values
Maximum force ... 1.6 eV/Å
Energy relative to the best compared isomer or geometry (same formula, charge and spin) ... 1.6 kcal per mole
Multiplicity ... 4
Net charge ... 0
Kohn-Sham gap (alpha / beta) ... 0.31147 / 0.31349 hartree


This record from the OMol25 dataset describes a molecular structure, C11H12Cl2NiO2S3SeSi at a distorted geometry. The level of theory is wB97M-V/def2-TZVPD.

XYZ file:
```
33
C11H12Cl2NiO2S3SeSi wB97M-V/def2-TZVPD
Ni -2.678 0.771 -0.470
S -7.163 1.583 -0.848
C -5.547 1.209 -0.686
S -4.973 -0.115 0.213
S -4.315 2.152 -1.415
Cl 2.382 -4.188 1.350
C 1.062 -3.058 1.270
C 0.677 -2.404 2.441
C -0.296 -1.443 2.368
Cl -0.778 -0.635 3.819
C -0.956 -1.061 1.145
O -1.787 -0.125 1.130
C -0.567 -1.838 -0.016
C -1.158 -1.574 -1.289
O -2.043 -0.765 -1.578
C 0.444 -2.808 0.075
H 1.136 -2.654 3.385
H -0.753 -2.196 -2.115
H 0.731 -3.354 -0.814
C 2.513 3.085 -1.189
Si 1.271 1.722 -0.629
C 1.865 0.191 -1.630
C 1.795 1.378 1.186
Se -0.824 2.457 -0.956
H 3.533 2.769 -0.992
H 2.346 4.015 -0.659
H 2.419 3.283 -2.251
H 2.932 0.257 -1.823
H 1.356 0.137 -2.587
H 1.678 -0.734 -1.096
H 2.867 1.215 1.268
H 1.296 0.501 1.584
H 1.532 2.225 1.812
```

Calculated values
Maximum force ... 1.1 eV/Å
Multiplicity ... 3
Net charge ... -2
Kohn-Sham gap (alpha / beta) ... 0.17491 / 0.19396 hartree


This record from the OMol25 dataset describes C11H12ClN in the gas phase at a distorted geometry. The level of theory is wB97M-V/def2-TZVPD.

XYZ file:
```
25
C11H12ClN wB97M-V/def2-TZVPD
Cl 0.811 3.539 3.102
C 0.624 2.595 1.819
C 1.737 2.389 1.000
C 1.667 1.591 -0.224
C 0.474 0.773 -0.509
C -0.491 0.859 0.529
C -0.437 1.748 1.552
C -1.681 0.209 -0.011
C -1.253 -0.950 -0.957
C -0.967 -2.228 -0.083
N 0.381 -2.301 0.190
C 0.960 -1.857 -1.142
C 0.140 -0.484 -1.413
H 2.552 3.035 0.947
H 2.723 1.558 -0.708
H -1.180 1.850 2.466
H -2.415 0.723 -0.567
H -2.370 -0.247 0.715
H -1.931 -1.437 -1.608
H -1.331 -2.935 -0.939
H -1.623 -2.591 0.833
H 0.693 -1.467 0.827
H 0.698 -2.554 -1.969
H 2.058 -1.558 -1.259
H 0.161 -0.260 -2.591
```

Calculated values
Maximum force ... 5.6 eV/Å
Energy relative to the best compared isomer or geometry (same formula, charge and spin) ... 94.1 kcal per mole
Net charge ... 0
SMILES string ... Clc1ccc2c(c1)C[C@@H]1CNC[C@H]21
Kohn-Sham gap ... 0.34676 hartree


This record from the OMol25 dataset describes a molecular structure, C11H12I2MnN3O. The level of theory is wB97M-V/def2-TZVPD.

XYZ file:
```
30
C11H12I2MnN3O wB97M-V/def2-TZVPD
Mn 0.206 -0.063 0.026
N -0.623 -1.789 -1.182
C -0.393 -3.029 -0.392
C 0.832 -2.898 0.502
N 0.656 -1.773 1.453
H -1.568 -1.798 -1.549
H -0.016 -1.804 -1.998
H -0.258 -3.894 -1.041
H -1.276 -3.206 0.225
H 1.714 -2.683 -0.103
H 0.988 -3.844 1.023
H 1.495 -1.667 2.012
H -0.095 -1.988 2.102
I 4.913 0.948 -1.680
C 3.794 1.978 -0.250
C 4.327 3.083 0.421
C 3.588 3.759 1.356
I 4.485 5.379 2.347
C 2.262 3.365 1.647
C 1.415 4.009 2.572
C 0.134 3.560 2.757
C -0.316 2.458 2.028
N 0.445 1.809 1.165
C 1.727 2.246 0.959
C 2.512 1.509 0.008
O 2.001 0.453 -0.573
H 5.336 3.401 0.197
H 1.781 4.860 3.131
H -0.535 4.050 3.450
H -1.332 2.100 2.147
```

Calculated values
Maximum force ... 0.8 eV/Å
Energy relative to the best compared isomer or geometry (same formula, charge and spin) ... 0.0 kcal per mole
Multiplicity ... 6
Net charge ... +1
Kohn-Sham gap (alpha / beta) ... 0.26099 / 0.24410 hartree


This record from the OMol25 dataset describes a molecular structure, C11H12MnN2P at a distorted geometry. The level of theory is wB97M-V/def2-TZVPD.

XYZ file:
```
27
C11H12MnN2P wB97M-V/def2-TZVPD
C 0.563 0.649 -1.707
C 0.127 -0.050 -2.812
C -0.252 -1.396 -2.791
C -0.310 -2.232 -1.671
C 0.011 -1.822 -0.386
Mn -0.296 -0.047 -0.208
P 0.121 2.402 0.556
H 0.964 1.657 -1.908
H 0.048 0.444 -3.788
H -0.544 -1.834 -3.740
H 0.037 -2.562 0.430
H -0.636 -3.266 -1.858
H -0.904 3.071 1.293
H 0.329 3.385 -0.457
H 1.229 2.713 1.406
N 0.120 0.005 7.207
C 0.035 -0.098 6.044
C -0.077 -0.212 4.611
C 0.878 -0.929 3.881
C 0.765 -0.948 2.491
N -0.228 -0.277 1.868
C -1.209 0.345 2.569
C -1.150 0.407 3.951
H 1.681 -1.487 4.365
H 1.438 -1.533 1.856
H -1.993 0.827 1.982
H -1.922 0.958 4.494
```

Calculated values
Maximum force ... 2.9 eV/Å
Multiplicity ... 6
Net charge ... -1
Kohn-Sham gap (alpha / beta) ... 0.19064 / 0.23019 hartree


This record from the OMol25 dataset describes C11H12N2O2 in the gas phase at a distorted geometry. The level of theory is wB97M-V/def2-TZVPD.

XYZ file:
```
27
C11H12N2O2 wB97M-V/def2-TZVPD
N 0.124 -2.928 1.317
C 0.976 -2.397 0.284
C 0.129 -1.814 -0.867
C -0.736 -0.670 -0.449
C -1.985 -0.737 0.096
N -2.457 0.523 0.379
C -1.522 1.452 -0.007
C -1.554 2.855 0.058
C -0.457 3.536 -0.412
C 0.659 2.851 -0.942
C 0.683 1.473 -1.013
C -0.423 0.745 -0.527
C 1.980 -1.363 0.810
O 2.043 -0.981 1.945
O 2.835 -0.931 -0.153
H -0.364 -2.155 1.767
H 0.691 -3.300 2.072
H 1.561 -3.239 -0.139
H -0.515 -2.634 -1.246
H 0.797 -1.468 -1.689
H -2.580 -1.612 0.341
H -3.380 0.737 0.775
H -2.426 3.352 0.451
H -0.470 4.609 -0.398
H 1.495 3.428 -1.305
H 1.497 0.951 -1.416
H 3.400 -0.282 0.270
```

Calculated values
Maximum force ... 1.6 eV/Å
Energy relative to the best compared isomer or geometry (same formula, charge and spin) ... 2.7 kcal per mole
Net charge ... 0
SMILES string ... N[C@@H](Cc1c[nH]c2ccccc12)C(=O)O
Kohn-Sham gap ... 0.32377 hartree


This record from the OMol25 dataset describes a molecular structure, C11H12N2O5Ti at a distorted geometry. The level of theory is wB97M-V/def2-TZVPD.

XYZ file:
```
31
C11H12N2O5Ti wB97M-V/def2-TZVPD
Ti 0.452 -0.420 0.181
O 1.801 -3.314 -0.111
C 0.760 -2.738 -0.120
O 0.427 -1.763 -1.028
C -0.350 -2.937 0.945
C -1.682 -2.314 0.466
C -2.849 -2.702 1.343
C -2.589 -1.893 2.637
C -1.309 -1.155 2.316
O -1.450 -0.873 0.843
C -0.077 -2.090 2.296
C 1.232 -1.260 2.226
O 2.318 -1.711 2.416
O 0.998 0.036 1.843
H -0.422 -4.001 1.149
H -1.851 -2.386 -0.599
H -3.786 -2.412 0.876
H -2.866 -3.779 1.504
H -3.392 -1.188 2.832
H -2.461 -2.518 3.520
H -1.157 -0.227 2.848
H -0.011 -2.727 3.173
N 3.429 1.626 -1.650
C 2.475 2.494 -2.151
C 1.294 2.059 -1.669
N 1.517 0.937 -0.878
C 2.828 0.711 -0.897
H 4.422 1.672 -1.821
H 2.725 3.322 -2.790
H 0.309 2.461 -1.824
H 3.344 -0.085 -0.383
```

Calculated values
Maximum force ... 3.4 eV/Å
Energy relative to the best compared isomer or geometry (same formula, charge and spin) ... 14.4 kcal per mole
Multiplicity ... 2
Net charge ... +1
Kohn-Sham gap (alpha / beta) ... 0.33364 / 0.35284 hartree


This record from the OMol25 dataset describes 2 unconnected molecules or ions with the total composition C11H12N3 at a distorted geometry. The level of theory is wB97M-V/def2-TZVPD.

XYZ file:
```
26
C11H12N3 wB97M-V/def2-TZVPD
C 2.767 -0.076 -0.040
C 2.983 -1.012 -1.016
C 0.807 -0.991 -0.558
N 1.418 -0.090 0.217
N 1.757 -1.555 -1.310
H 3.458 0.587 0.481
H 3.900 -1.328 -1.515
H -0.259 -1.221 -0.573
H 0.931 0.507 0.909
H 1.578 -2.296 -2.012
C -0.257 1.173 1.994
C 0.078 2.311 1.295
C -2.271 -1.452 0.121
C -2.345 -0.748 -1.099
C -1.609 -0.925 1.219
C -1.756 0.500 -1.246
C -1.001 0.339 1.104
C -1.089 1.030 -0.137
N -0.423 2.223 0.016
H 0.007 0.966 3.031
H 0.641 3.189 1.610
H -2.749 -2.438 0.198
H -2.877 -1.196 -1.949
H -1.559 -1.483 2.163
H -1.815 1.047 -2.197
H -0.315 2.937 -0.709
```

Calculated values
Maximum force ... 1.5 eV/Å
Energy relative to the best compared isomer or geometry (same formula, charge and spin) ... 6.0 kcal per mole
Net charge ... +1
Kohn-Sham gap ... 0.34865 hartree


This record from the OMol25 dataset describes C11H12N4O2S in the gas phase at a distorted geometry. The level of theory is wB97M-V/def2-TZVPD.

XYZ file:
```
30
C11H12N4O2S wB97M-V/def2-TZVPD
C -5.897 0.248 1.404
O -4.698 -0.475 1.261
C -3.755 -0.015 0.402
C -3.867 1.143 -0.363
C -2.832 1.513 -1.209
C -1.685 0.753 -1.313
C -1.560 -0.410 -0.549
C -0.375 -1.297 -0.592
O -0.317 -2.335 0.023
C 0.802 -0.851 -1.445
S 1.503 0.704 -0.789
C 2.938 0.084 -0.058
N 3.460 -1.121 -0.159
N 4.568 -1.096 0.563
N 4.762 0.035 1.093
N 3.750 0.833 0.734
C 3.623 2.198 1.136
C -2.597 -0.782 0.300
H -6.446 0.308 0.459
H -6.490 -0.307 2.129
H -5.715 1.259 1.785
H -4.748 1.763 -0.310
H -2.932 2.413 -1.797
H -0.903 1.073 -1.982
H 1.598 -1.595 -1.401
H 0.503 -0.663 -2.476
H 3.751 2.859 0.277
H 4.397 2.399 1.874
H 2.636 2.367 1.569
H -2.504 -1.680 0.890
```

Calculated values
Maximum force ... 1.7 eV/Å
Energy relative to the best compared isomer or geometry (same formula, charge and spin) ... 34.1 kcal per mole
Net charge ... 0
SMILES string ... COc1cccc(C(=O)CSc2nnnn2C)c1
Kohn-Sham gap ... 0.32880 hartree